69
Properties=species:S:1:pos:R:3:forces:R:3:mulliken_charge:R:1 method="wB97M-V/def2-TZVPD" homo_energy_ev="-4.12 / -4.75" s2=2.0167 multiplicity=3 e_lumo_ev="2.65 / 1.96" energy_ev=-104526.33856 relative_energy_kj_mol=86.2 total_charge=-1
Ni -0.758 0.720 -0.200 0.11 -0.53 -0.51 0.126
C 2.284 -1.294 0.461 -0.07 -0.09 -0.05 -0.543
C 2.561 -0.107 -0.462 -0.12 0.17 0.07 -1.346
P 1.394 1.321 -0.196 0.64 -0.31 0.01 1.970
C 2.186 1.967 1.326 -0.13 0.07 -0.07 0.587
C 1.635 1.555 2.537 -0.13 0.01 -0.17 -0.009
C 2.207 1.936 3.736 0.05 -0.01 0.14 -0.826
C 3.327 2.750 3.741 -0.04 0.01 0.05 -0.579
C 3.880 3.170 2.541 0.13 0.07 0.02 -0.753
C 3.321 2.772 1.338 -0.02 -0.06 -0.01 -0.590
C 1.954 2.457 -1.498 -0.19 0.21 -0.10 0.329
C 1.865 3.834 -1.292 0.04 -0.18 0.06 -0.403
C 2.178 4.715 -2.308 0.02 0.15 -0.11 -0.798
C 2.554 4.236 -3.554 -0.04 0.04 -0.05 -0.521
C 2.580 2.872 -3.788 0.06 0.12 -0.18 -0.676
C 2.275 1.988 -2.772 0.00 -0.04 0.30 -0.576
C 1.244 -2.252 -0.109 -0.18 0.12 0.17 -1.110
P -0.473 -1.471 -0.175 1.04 -0.63 0.10 1.371
C -1.109 -2.540 -1.500 -0.20 0.15 -0.01 0.356
C -2.085 -3.515 -1.366 0.14 0.04 0.02 -0.016
C -2.510 -4.226 -2.475 -0.06 -0.19 -0.05 -0.773
C -1.969 -3.973 -3.723 -0.09 -0.03 0.01 -0.618
C -1.023 -2.972 -3.871 0.10 0.00 -0.09 -0.722
C -0.602 -2.259 -2.767 -0.05 0.00 0.11 -0.666
C -1.106 -2.103 1.415 0.02 -0.01 -0.09 0.519
C -1.137 -3.447 1.763 0.00 0.04 0.06 -0.275
C -1.621 -3.831 3.003 -0.02 -0.18 0.10 -0.931
C -2.049 -2.875 3.909 -0.02 -0.03 0.12 -0.567
C -1.995 -1.529 3.579 0.02 -0.02 0.12 -0.999
C -1.528 -1.148 2.335 -0.02 0.09 -0.08 -0.451
H 1.940 -0.931 1.434 0.15 -0.07 0.13 0.085
H 3.217 -1.846 0.618 -0.05 0.12 0.11 0.480
H 2.467 -0.431 -1.498 0.06 -0.06 -0.05 0.512
H 3.581 0.258 -0.305 -0.08 0.09 -0.13 0.583
H 0.734 0.955 2.524 -0.03 0.00 0.04 0.080
H 1.767 1.610 4.669 -0.03 -0.01 0.05 0.450
H 3.760 3.071 4.678 0.05 0.02 0.08 0.373
H 4.749 3.814 2.546 0.04 0.01 -0.02 0.419
H 3.764 3.103 0.408 0.02 0.00 -0.03 0.455
H 1.544 4.206 -0.329 -0.04 0.09 0.07 0.473
H 2.115 5.782 -2.143 -0.01 0.03 0.06 0.403
H 2.797 4.926 -4.348 0.02 0.07 -0.09 0.375
H 2.828 2.497 -4.772 0.03 -0.04 -0.06 0.413
H 2.268 0.928 -2.971 0.05 -0.08 -0.08 0.098
H 1.199 -3.150 0.512 0.01 -0.07 -0.13 0.664
H 1.536 -2.555 -1.118 -0.04 0.01 0.01 0.639
H -2.534 -3.707 -0.402 -0.06 0.02 0.04 0.446
H -3.285 -4.972 -2.363 -0.02 -0.04 0.00 0.386
H -2.303 -4.536 -4.582 -0.06 -0.03 -0.09 0.341
H -0.624 -2.736 -4.848 0.01 0.01 -0.07 0.404
H 0.101 -1.442 -2.880 0.06 0.02 -0.06 0.337
H -0.786 -4.200 1.070 0.00 -0.04 -0.06 0.471
H -1.666 -4.882 3.264 0.02 -0.01 0.01 0.424
H -2.416 -3.177 4.881 -0.05 -0.03 0.05 0.378
H -2.324 -0.783 4.290 -0.01 0.04 0.00 0.483
H -1.504 -0.104 2.040 -0.10 -0.08 0.15 0.423
O -0.969 4.399 1.182 0.07 0.36 -0.13 -0.600
C -1.312 3.270 0.980 0.18 0.51 0.40 0.567
O -1.213 2.162 1.468 -0.26 -0.72 0.36 -0.469
C -2.241 3.102 -0.589 -0.64 0.69 -0.18 0.637
O -3.220 3.789 -0.574 -0.15 0.07 0.13 -0.583
O -1.609 2.349 -1.295 0.47 -0.48 -0.47 -0.537
C -4.751 -1.226 0.258 0.25 0.06 -0.57 -1.148
C -3.642 -0.871 -0.766 -1.01 -0.29 0.64 0.565
O -3.822 -1.127 -1.945 -0.01 0.07 -0.61 -0.719
O -2.608 -0.373 -0.220 0.23 0.75 0.28 -0.652
H -5.593 -1.668 -0.267 -0.13 -0.06 0.01 0.332
H -5.068 -0.323 0.772 0.00 0.08 0.15 0.317
H -4.357 -1.930 0.990 0.06 -0.01 0.13 0.182

73
Properties=species:S:1:pos:R:3:forces:R:3:mulliken_charge:R:1 method="wB97M-V/def2-TZVPD" homo_energy_ev="-10.07 / -8.52" e_lumo_ev="-4.41 / -4.52" energy_ev=-128347.15101 relative_energy_kj_mol=323.1 total_charge=+1
Y 1.142 -0.207 -0.291 -2.04 0.88 0.16 1.107
O 4.426 -3.141 -0.354 -2.71 -0.98 2.26 -0.453
C 3.543 -2.116 -0.172 -0.62 -1.74 -0.38 0.534
O 2.416 -2.188 0.352 1.89 0.18 -0.74 -0.495
C 4.036 -0.906 -0.835 1.95 0.67 -0.07 0.716
C 5.315 -0.920 -1.355 1.28 -2.46 0.20 -0.826
C 5.917 0.250 -1.789 0.03 2.61 -1.12 -0.607
C 5.115 1.400 -1.890 0.99 -0.94 1.16 -1.343
C 3.767 1.313 -1.424 -0.06 0.14 -1.04 0.323
N 3.291 0.198 -0.798 0.76 -0.13 -0.31 -0.135
C 2.814 2.229 -1.870 -2.52 -0.37 0.48 1.185
O 3.035 3.238 -2.678 1.66 0.53 -0.94 -0.416
O 1.480 2.061 -1.605 1.12 0.56 0.09 -0.449
H 4.064 -3.975 0.136 0.77 1.95 -1.19 0.427
H 5.911 -1.895 -1.354 -1.02 1.71 0.01 0.409
H 6.982 0.329 -2.117 -1.11 -0.38 0.44 0.392
H 5.535 2.390 -2.110 -0.04 -0.58 -0.21 0.490
H 3.936 3.194 -3.105 -1.25 0.09 0.62 0.333
O 0.866 2.589 3.143 0.38 0.64 0.36 -0.739
C 1.009 1.578 4.021 0.54 -0.71 -0.30 0.583
C 1.847 1.669 5.153 0.08 0.44 0.30 -0.789
C 1.950 0.570 6.027 -0.12 0.37 0.19 -0.166
C 1.217 -0.590 5.809 0.28 0.01 -0.62 -1.001
C 0.552 -0.679 4.599 -1.26 -1.13 -0.29 -0.444
C 0.419 0.338 3.680 0.33 0.61 0.93 0.104
C -0.295 0.159 2.362 -0.29 1.97 -1.04 1.049
O 0.435 0.883 1.332 0.03 -0.73 0.37 -0.988
N -0.282 -1.218 1.966 1.37 0.02 -2.34 -0.284
N -0.601 -1.353 0.564 -0.53 1.24 2.07 0.276
C -0.764 -2.539 0.074 -0.81 -1.12 -2.45 -0.782
C -1.217 -2.647 -1.307 0.10 -2.22 2.87 0.189
Br -0.130 -1.314 -2.646 0.97 0.53 -0.58 -0.490
C -2.137 -3.502 -1.774 0.22 1.17 0.23 -0.830
C -3.290 -3.916 -0.974 -0.17 -2.14 -1.40 1.238
C -3.667 -3.232 0.143 -0.81 0.33 0.88 -0.102
C -4.682 -3.744 0.967 0.62 -0.41 0.05 -0.545
C -5.312 -4.949 0.648 -0.06 1.04 0.13 -0.628
C -4.991 -5.569 -0.553 -0.60 -1.05 -0.89 -0.289
C -4.006 -5.108 -1.389 1.40 2.12 0.40 -0.793
H 0.707 2.143 2.276 -0.10 0.31 0.00 0.557
H 2.415 2.621 5.369 -0.80 -1.21 -0.41 0.362
H 2.593 0.597 6.905 -0.12 0.34 -0.19 0.377
H 1.205 -1.460 6.467 0.23 0.45 -0.04 0.398
H 0.013 -1.600 4.355 0.35 0.06 0.34 0.194
H -1.325 0.637 2.310 0.83 -0.65 0.43 0.104
H -0.791 -1.818 2.545 -1.02 -1.13 0.82 0.412
H -0.453 -3.460 0.592 -0.51 0.29 0.00 0.422
H -2.128 -3.869 -2.773 0.09 0.04 -0.88 0.393
H -3.199 -2.261 0.321 -0.22 -0.37 0.31 0.305
H -4.850 -3.245 1.912 -0.45 0.08 -0.04 0.397
H -6.139 -5.321 1.253 0.38 0.00 -0.06 0.367
H -5.565 -6.432 -0.896 0.11 0.11 0.33 0.348
H -3.720 -5.515 -2.374 -0.43 -0.17 0.77 0.314
C 0.014 2.535 -4.097 0.53 0.19 0.30 -1.183
Si 0.171 3.226 -2.319 -0.29 -0.50 -0.93 0.632
C 0.617 5.034 -2.228 1.63 0.17 0.73 -1.325
C -1.450 2.851 -1.481 0.38 -0.25 1.92 0.394
C -1.962 1.576 -1.652 -1.11 -0.93 -1.20 0.078
C -3.205 1.187 -1.099 0.86 -0.63 -0.41 -0.837
C -3.819 1.983 -0.158 -0.68 0.27 0.41 -0.343
C -3.382 3.322 -0.011 0.66 -0.94 0.31 -0.697
C -2.161 3.682 -0.560 0.16 1.05 -1.28 -0.285
H -0.973 2.072 -4.267 0.51 0.19 0.11 0.371
H 0.810 1.796 -4.285 -0.38 0.04 0.06 0.292
H 0.176 3.319 -4.853 -0.19 -0.08 0.29 0.395
H -0.268 5.636 -2.433 -0.02 0.00 0.18 0.420
H 1.408 5.323 -2.929 -0.41 -0.31 -0.49 0.401
H 1.145 5.375 -1.299 -1.07 -0.42 -0.23 0.345
H -1.496 0.826 -2.329 -0.34 0.91 0.45 0.165
H -3.669 0.252 -1.475 0.50 0.41 0.80 0.392
H -4.608 1.523 0.483 0.23 0.87 -0.89 0.375
H -3.943 4.061 0.550 0.10 -0.29 0.25 0.394
H -1.814 4.720 -0.410 -0.16 -0.63 -0.01 0.310

65
Properties=species:S:1:pos:R:3:forces:R:3:mulliken_charge:R:1 method="wB97M-V/def2-TZVPD" homo_energy_ev="-14.41 / -14.39" s2=9.3470 multiplicity=6 e_lumo_ev="-6.82 / -6.89" energy_ev=-87802.08812 relative_energy_kj_mol=105.9 total_charge=+2
Dy 0.116 -0.353 0.125 -0.15 -0.65 -1.12 0.726
Cl -1.471 -1.333 -1.411 0.00 0.09 0.03 -0.410
P 2.217 1.419 0.125 -0.01 0.01 -1.37 0.997
C 3.212 1.769 1.595 0.00 0.30 0.31 0.791
C 3.539 3.116 1.837 0.11 -0.54 0.14 -1.170
C 4.068 3.464 3.080 0.15 0.02 -0.10 -0.581
C 4.383 2.480 4.030 -0.17 0.21 -0.32 -0.642
C 4.059 1.138 3.784 0.18 0.21 -0.03 -0.909
C 3.412 0.790 2.598 0.24 0.48 -0.44 0.232
C 2.991 0.045 -0.907 -0.19 -0.24 0.41 0.577
C 2.301 -0.551 -2.005 0.01 -0.44 0.68 -0.466
C 2.769 -1.778 -2.545 -0.07 0.24 0.09 -0.787
C 3.998 -2.302 -2.113 0.04 0.18 0.26 -0.530
C 4.718 -1.668 -1.083 -0.18 0.09 -0.24 -0.564
C 4.174 -0.553 -0.445 -0.06 -0.02 -0.17 -0.607
C 2.120 2.814 -1.058 0.50 -0.42 0.10 0.547
C 0.885 3.357 -1.491 1.01 -0.34 0.26 -0.215
C 0.912 4.334 -2.483 0.33 0.08 -0.18 -0.705
C 2.138 4.749 -3.029 0.32 -0.11 0.27 -0.541
C 3.350 4.189 -2.597 0.07 -0.23 0.18 -0.704
C 3.357 3.192 -1.618 -0.60 0.30 -0.25 -0.402
H 1.407 -0.070 -2.437 0.32 -0.18 0.09 0.622
H 2.171 -2.336 -3.295 0.53 0.69 0.44 0.451
H 4.410 -3.211 -2.565 -0.30 0.41 0.15 0.432
H 5.711 -2.018 -0.770 -0.58 -0.03 -0.17 0.435
H 4.673 -0.105 0.409 0.13 -0.10 -0.16 0.437
H 3.334 3.865 1.062 0.25 -0.30 0.52 0.475
H 4.243 4.522 3.281 0.15 -0.36 0.05 0.447
H 4.890 2.780 4.953 -0.30 -0.23 -0.34 0.423
H 4.355 0.382 4.515 -0.31 0.18 -0.25 0.463
H 3.113 -0.242 2.404 0.33 0.31 0.22 0.192
H -0.045 2.992 -1.038 0.25 0.33 -0.23 0.338
H -0.007 4.781 -2.848 0.07 -0.09 0.08 0.447
H 2.189 5.528 -3.795 -0.26 -0.31 0.28 0.407
H 4.309 4.504 -3.016 -0.46 0.00 0.00 0.411
H 4.294 2.690 -1.313 -0.61 0.44 -0.16 0.376
H 1.224 3.683 1.891 -0.36 0.25 -1.25 0.117
H 1.046 3.712 1.140 0.05 0.19 1.05 -0.032
C -0.252 2.253 3.341 -0.11 -0.36 -0.65 -1.111
P -0.950 0.862 2.313 0.26 0.55 1.47 1.401
C -2.733 0.990 2.601 -0.55 0.87 -0.72 0.231
C -3.576 0.464 1.593 -0.02 -0.19 0.67 -0.105
C -4.964 0.474 1.769 -0.17 0.08 0.21 -0.632
C -5.531 0.974 2.959 0.82 -0.06 0.03 -0.502
C -4.680 1.558 3.914 -0.10 0.31 -0.27 -0.594
C -3.314 1.735 3.654 0.14 -0.79 0.15 -0.503
C -0.430 -0.905 2.814 -0.68 -0.67 -0.17 0.531
C 0.668 -1.658 2.153 -1.34 -0.66 0.62 -0.226
C 0.443 -3.052 1.948 0.88 0.20 0.33 -0.548
C -0.475 -3.748 2.748 -0.22 -0.03 -0.17 -0.573
C -1.408 -3.054 3.512 0.60 -0.15 -0.12 -0.688
C -1.495 -1.666 3.391 0.35 0.56 -0.37 -0.479
H -0.739 2.391 4.331 0.35 -0.25 -0.85 0.494
H -0.483 3.078 2.616 0.29 -0.37 1.20 0.397
H 0.841 2.127 3.465 -0.57 0.19 -0.13 0.160
H -3.111 0.049 0.690 -0.44 -0.03 0.32 0.153
H -5.620 0.065 1.001 0.25 0.14 0.12 0.408
H -6.616 0.954 3.133 0.62 -0.14 -0.13 0.401
H -5.066 1.903 4.876 -0.06 0.22 -0.53 0.425
H -2.734 2.443 4.269 -0.31 -0.90 -0.08 0.293
H 1.722 -1.314 1.928 -1.39 0.10 0.00 0.350
H 1.054 -3.607 1.203 -0.08 0.36 0.99 0.430
H -0.468 -4.843 2.788 -0.03 0.44 -0.32 0.426
H -2.082 -3.594 4.176 -0.01 0.14 -0.31 0.450
H -2.453 -1.210 3.724 1.10 0.03 -0.10 0.331

76
Properties=species:S:1:pos:R:3:forces:R:3:mulliken_charge:R:1 method="wB97M-V/def2-TZVPD" homo_energy_ev="-7.53 / -7.75" s2=8.7611 multiplicity=6 e_lumo_ev="-1.32 / -1.46" energy_ev=-113003.36733
Mn 1.984 -2.146 1.052 -1.51 0.16 0.44 1.254
C -4.134 0.765 -1.215 0.16 0.13 0.01 -2.054
C -3.040 1.786 -0.868 -0.08 0.01 -0.05 2.689
C -3.741 3.135 -0.648 0.22 -0.16 -0.10 -2.180
C -2.376 1.386 0.453 -0.02 -0.02 -0.15 -1.513
C -2.013 1.882 -2.053 0.35 -0.29 0.37 1.659
O -2.629 2.459 -3.194 -0.11 0.09 -0.23 -0.676
C -0.671 2.609 -1.778 -0.28 0.02 -0.16 -0.346
C -0.613 4.050 -1.221 0.10 -0.15 -0.04 -1.226
C -0.235 4.090 0.239 -0.03 0.22 0.10 -0.222
C 0.894 3.406 0.680 -0.11 0.03 0.02 0.490
C 1.222 3.342 2.019 -0.03 -0.02 0.11 -1.034
C 0.423 3.997 2.943 -0.04 0.02 -0.22 0.431
Cl 0.777 3.857 4.627 0.06 0.03 0.22 -0.240
C -0.657 4.755 2.524 0.07 -0.08 0.15 -0.977
C -0.977 4.797 1.177 0.07 -0.06 -0.08 -0.065
C -1.638 0.475 -2.622 -0.43 0.82 -0.59 -2.514
N -1.091 -0.473 -1.697 0.75 -0.20 0.47 1.509
C 0.096 -0.486 -1.087 0.12 -0.35 0.33 -0.891
N 0.175 -1.534 -0.280 0.43 0.12 0.05 0.656
C -1.017 -2.154 -0.446 0.16 0.36 -0.14 -0.921
N -1.791 -1.537 -1.299 -0.94 -0.56 -0.09 -0.967
H -4.947 0.850 -0.499 -0.11 0.01 0.10 0.499
H -3.765 -0.255 -1.171 -0.04 -0.07 -0.04 0.354
H -4.535 0.962 -2.207 -0.12 0.00 -0.12 0.376
H -4.543 3.001 0.074 -0.08 -0.02 0.08 0.534
H -4.189 3.511 -1.565 -0.10 0.09 -0.07 0.410
H -3.061 3.872 -0.238 0.03 0.16 0.05 0.371
H -3.082 1.534 1.265 -0.10 0.00 0.14 0.571
H -1.501 1.989 0.670 0.09 0.07 0.11 -0.083
H -2.092 0.339 0.472 0.08 -0.18 0.04 0.140
H -2.730 3.403 -3.039 -0.02 0.02 -0.03 0.558
H -0.177 2.620 -2.753 0.06 -0.15 0.03 0.502
H -0.084 1.985 -1.112 0.08 0.01 -0.01 -0.529
H -1.540 4.597 -1.388 -0.01 0.07 -0.05 0.571
H 0.166 4.581 -1.777 -0.09 0.01 -0.03 0.399
H 1.536 2.900 -0.025 0.13 -0.11 -0.12 0.458
H 2.081 2.776 2.342 0.12 -0.04 0.05 0.419
H -1.251 5.288 3.249 -0.06 0.04 0.07 0.448
H -1.827 5.386 0.869 -0.13 0.05 -0.09 0.432
H -0.926 0.634 -3.437 -0.06 -0.03 0.10 0.464
H -2.537 0.032 -3.046 0.15 -0.04 0.04 0.475
H 0.884 0.225 -1.235 0.09 0.18 -0.06 0.834
H -1.305 -3.052 0.063 -0.05 -0.13 0.09 0.502
S 4.636 1.574 0.291 0.60 0.97 -0.22 -0.452
C 3.830 0.269 0.658 -1.12 -1.48 0.25 0.570
N 3.187 -0.700 0.897 1.65 1.88 -0.48 -0.682
C 3.575 -5.517 -1.038 -0.11 0.15 0.35 -1.689
C 2.819 -4.224 -1.151 -0.23 0.34 1.80 0.362
O 2.425 -3.645 -0.105 1.06 -2.08 -2.34 -0.424
C 2.584 -3.639 -2.460 -0.14 0.69 -0.77 0.765
C 2.544 -4.400 -3.636 0.04 0.07 0.49 -0.490
C 2.316 -3.784 -4.849 -0.13 -0.01 -0.21 -0.665
C 2.123 -2.410 -4.921 0.06 -0.12 0.16 -0.557
C 2.200 -1.642 -3.767 0.01 0.07 -0.15 -0.660
C 2.434 -2.246 -2.551 0.09 -0.32 0.48 -0.016
H 3.825 -5.700 0.005 -0.07 0.00 -0.03 0.369
H 4.487 -5.491 -1.629 -0.02 0.05 -0.13 0.421
H 2.959 -6.341 -1.398 -0.05 -0.06 -0.07 0.374
H 2.659 -5.472 -3.589 0.05 -0.10 -0.03 0.367
H 2.276 -4.382 -5.748 -0.02 -0.02 -0.05 0.396
H 1.924 -1.946 -5.876 0.03 0.05 -0.06 0.411
H 2.096 -0.568 -3.822 -0.01 0.09 -0.01 0.517
H 2.545 -1.663 -1.641 -0.03 0.01 -0.22 0.545
F -0.584 -1.793 7.899 0.06 -0.02 -0.10 -0.320
C -0.163 -1.875 6.627 0.06 -0.03 -0.32 0.641
C -0.778 -1.115 5.635 0.13 -0.19 0.18 -0.241
F -1.794 -0.306 5.961 0.09 -0.03 -0.03 -0.308
C -0.359 -1.210 4.321 0.39 -0.27 -0.32 0.543
F -0.968 -0.474 3.370 -0.02 -0.04 0.18 -0.119
C 0.690 -2.070 3.919 -0.35 -0.01 1.38 -0.605
O 1.066 -2.190 2.698 -0.28 -0.23 -0.15 -0.539
C 1.290 -2.820 4.961 -0.19 0.28 -0.48 0.461
F 2.294 -3.648 4.616 -0.07 0.00 0.22 -0.318
C 0.878 -2.733 6.278 -0.25 0.20 0.02 0.077
F 1.461 -3.480 7.225 0.00 0.06 -0.09 -0.300